The following is a DFT calculation (wB97M-V/def2-TZVPD) of a 16-piece molecular cluster, C66H176N12O21 overall at a distorted geometry.

As for the net charge: 0. The orbital gap comes out at 8.96 eV. The calculation puts the highest occupied orbital energy at -0.31298 Eh. Its energy above the lowest of the compared OMol25 structures with the same formula, charge and spin is 0.0 kJ/mol.

Last column: Löwdin charge in e.
Positions of all 275 atoms, in Å:
H1 -4.55 -8.41 -1.15  0.125
C1 -4.93 -3.71 -1.46  -0.202
H2 -6.24 10.42 4.08  0.077
C2 4.93 -0.27 8.10  -0.246
C3 -2.37 -6.93 -1.72  -0.246
H3 7.42 -3.69 0.43  0.109
H4 -1.50 -3.91 -4.04  0.089
H5 2.61 4.70 -7.16  0.093
H6 0.86 2.02 -0.78  0.076
H7 -5.00 -8.99 1.21  0.122
H8 4.53 -0.80 10.51  0.086
H9 1.25 -4.94 2.53  0.013
H10 5.17 0.91 10.54  0.090
N1 8.97 3.99 0.18  0.026
H11 -1.02 -6.15 2.30  0.077
C4 -7.10 -0.89 -0.88  -0.073
C5 3.02 -5.00 -2.93  -0.205
H12 -6.97 5.45 2.19  0.125
H13 -0.52 7.72 5.21  0.136
H14 -1.42 -0.45 -3.54  0.061
H15 -1.17 -7.45 1.11  0.048
H16 -2.15 0.91 -4.49  0.080
H17 9.17 4.02 -2.65  0.075
H18 2.64 -0.79 -8.00  0.090
H19 2.34 -2.28 -0.34  0.118
H20 3.83 -5.23 0.15  0.089
O1 -0.05 3.83 -1.36  -0.210
H21 -3.28 -8.97 1.58  0.122
C6 7.81 -1.91 -0.70  -0.064
H22 -4.23 -2.22 -4.36  0.091
C7 5.40 -0.15 10.37  -0.123
N2 -2.45 -8.07 -0.84  -0.052
H23 0.46 -7.03 1.76  0.073
H24 -4.24 9.81 1.14  0.126
C8 3.83 1.92 -3.00  -0.061
H25 3.62 -2.40 -2.98  0.075
C9 -0.35 5.18 -3.34  -0.199
H26 4.39 0.69 8.05  0.117
H27 7.81 -1.82 -1.78  0.070
H28 -2.51 2.27 1.42  0.069
C10 7.26 2.17 -0.23  -0.164
H29 3.04 -6.01 -2.50  0.121
C11 1.38 1.97 3.78  -0.104
H30 -2.25 -1.94 0.15  0.121
H31 0.42 3.22 0.46  0.077
H32 -1.09 3.90 2.34  0.065
C12 0.85 3.08 -0.54  -0.080
H33 -7.13 -1.92 -0.52  0.021
H34 3.94 -3.03 -1.35  0.062
H35 8.20 2.54 -2.80  0.057
H36 6.94 1.37 2.87  0.090
H37 -6.46 -0.83 -1.75  0.065
H38 -4.49 7.28 2.22  0.101
H39 2.13 0.72 -7.13  0.074
C13 -6.04 3.26 -2.72  -0.141
H40 -1.72 7.57 2.91  0.122
H41 -2.77 -11.62 1.57  0.086
H42 -2.08 -8.93 -1.21  0.124
H43 7.56 -0.90 -0.34  0.036
N3 -2.19 8.74 5.11  0.025
O2 -4.85 -3.63 -2.86  -0.152
H44 2.89 -3.09 -5.07  0.065
O3 5.70 -2.33 0.36  -0.117
H45 5.44 1.37 1.97  0.053
H46 -8.12 -0.61 -1.16  0.085
H47 2.25 -4.46 -2.36  0.116
N4 1.67 -6.30 -4.43  0.050
H48 0.75 3.35 -3.29  0.111
H49 0.91 -6.10 -3.80  0.028
H50 3.75 -0.88 1.01  0.080
H51 5.74 3.56 -3.35  0.073
C14 0.95 -0.45 -5.27  -0.206
H52 -3.06 6.43 6.39  0.077
C15 -3.83 -11.47 1.32  -0.118
H53 -4.22 -12.44 1.02  0.084
O4 -3.12 -1.84 3.37  -0.067
H54 0.20 -3.85 0.05  0.047
C16 -1.62 -1.46 -0.60  -0.177
H55 -6.18 -4.64 0.91  0.068
H56 -5.35 -2.81 -1.00  0.100
H57 -2.22 -1.00 -6.16  0.074
C17 -5.57 7.16 2.31  -0.191
H58 -7.55 -3.43 -0.44  0.046
C18 -1.57 7.43 5.07  -0.417
O5 -4.66 2.99 -2.67  -0.183
C19 3.86 -5.02 1.21  -0.068
H59 1.24 -6.44 -5.34  0.079
O6 -5.29 5.22 0.99  -0.177
C20 -1.99 6.50 6.21  -0.046
H60 6.31 1.94 -0.73  0.114
H61 1.01 -1.05 -4.35  0.112
C21 -5.15 10.50 4.19  -0.116
H62 0.55 -2.56 -1.98  0.094
H63 1.33 3.59 -7.35  0.087
H64 2.29 -1.67 4.70  0.049
C22 -1.86 6.81 3.68  -0.186
H65 -1.10 0.50 -1.43  0.093
O7 -1.12 5.60 3.47  -0.189
C23 -1.23 0.41 -4.18  -0.054
H66 8.40 3.81 1.00  0.052
C24 6.84 -2.99 -0.17  -0.296
C25 -0.52 -0.06 -5.46  -0.430
H67 1.46 -2.87 2.63  0.125
H68 -5.18 11.19 1.80  0.118
H69 -0.58 0.77 -6.18  0.131
N5 1.52 -4.72 3.48  0.049
H70 -1.45 6.82 7.10  0.076
H71 -4.30 -11.15 2.26  0.084
C26 -1.86 0.03 -0.82  -0.189
H72 1.70 3.01 3.66  0.092
H73 3.97 -2.42 3.16  0.120
H74 1.24 4.66 -6.02  0.072
H75 -2.48 4.95 1.99  0.084
C27 -0.22 -5.66 0.35  -0.313
H76 0.31 5.52 -4.15  0.096
O8 -5.48 -0.49 0.80  -0.085
O9 5.92 -0.32 9.09  -0.176
N6 5.72 2.83 -4.06  0.038
H77 2.76 -1.49 -1.85  0.083
H78 4.30 4.02 -5.62  0.117
H79 -8.19 -5.00 -0.86  0.078
H80 4.12 -0.96 8.36  0.117
H81 -2.84 0.05 -1.30  0.123
H82 -1.96 -2.02 -1.48  0.086
H83 3.87 2.65 -2.18  0.075
H84 -6.34 4.18 -2.20  0.084
C28 4.68 1.09 5.23  -0.199
H85 9.81 3.43 0.30  0.066
C29 -1.11 -6.91 -2.55  -0.210
H86 -3.33 -2.76 3.21  0.083
H87 -4.92 10.15 5.20  0.084
C30 3.56 -3.41 2.92  -0.166
N7 -1.28 -1.24 -5.88  0.048
H88 -3.20 -6.99 -2.45  0.133
C31 -1.33 -0.30 3.69  -0.077
H89 8.82 -2.12 -0.35  0.068
H90 0.43 1.72 4.23  0.072
H91 6.45 -3.56 -1.02  0.086
H92 -5.21 -0.02 1.59  0.081
H93 -7.53 0.05 1.06  0.113
H94 -3.22 -2.33 -3.00  0.050
C32 -7.41 -4.28 -1.12  -0.064
H95 -6.35 -6.10 0.35  0.069
N8 4.67 -0.34 5.54  -0.048
H96 6.07 -0.44 11.18  0.085
N9 -5.73 -5.29 0.27  0.020
N10 -0.24 -1.81 -0.27  -0.050
H97 -1.58 5.55 5.85  0.072
H98 6.12 3.19 -4.93  0.075
C33 2.24 -3.97 -5.13  -0.052
C34 0.53 4.20 -2.62  -0.218
C35 -2.70 1.82 0.45  -0.108
H99 -2.91 6.51 3.54  0.100
H100 -1.23 -2.42 3.95  0.096
H101 4.41 1.61 -5.07  0.145
H102 -5.27 3.56 -0.27  0.058
H103 4.35 -0.38 -0.53  0.080
C36 3.55 3.54 -4.98  -0.211
H104 3.71 -0.65 5.61  0.076
H105 -1.22 -1.94 2.30  0.087
H106 3.92 2.30 3.56  0.118
C37 1.95 4.04 -6.58  -0.121
C38 -1.81 4.59 2.78  -0.113
H107 9.73 2.52 -1.95  0.075
H108 1.51 0.45 -5.00  0.111
H109 5.04 -3.04 0.57  0.042
H110 -3.88 3.48 -4.48  0.123
H111 -5.14 3.19 1.40  0.088
H112 -2.26 9.15 4.18  0.050
O10 -1.89 0.67 0.46  -0.179
H113 -3.77 1.58 0.39  0.069
H114 -6.49 3.39 -3.70  0.091
H115 -4.41 4.88 -3.62  0.126
H116 1.29 -3.58 -4.76  0.061
H117 3.80 0.85 0.56  0.076
H118 5.30 -2.71 -2.33  0.085
C39 -5.63 3.89 0.72  -0.124
O11 1.43 -1.14 -6.40  -0.202
C40 6.52 1.29 1.87  -0.083
H119 -4.66 -1.54 -2.76  0.074
H120 -1.39 3.79 -4.41  0.090
H121 -3.95 -3.95 -1.03  0.115
H122 1.48 4.68 -2.36  0.116
H123 -0.16 -6.81 -1.99  0.103
H124 -1.12 -7.86 -3.09  0.137
H125 -0.41 -4.11 -2.63  0.062
C41 -3.82 -8.21 -0.36  -0.217
C42 5.47 -0.65 6.71  -0.192
H126 -5.77 7.74 0.36  0.106
H127 3.56 -5.69 -4.86  0.136
O12 4.30 -4.42 -2.77  -0.158
H128 -0.66 1.28 -3.83  0.071
C43 3.69 1.36 4.08  -0.227
H129 -0.65 6.12 -2.87  0.125
C44 2.09 -1.43 -0.99  -0.237
H130 7.45 4.25 -0.99  0.123
O13 -4.41 9.86 3.18  -0.213
H131 -6.60 1.03 -0.04  0.086
O14 -1.10 -5.93 -3.57  -0.211
O15 0.22 -4.40 0.85  -0.092
H132 6.44 -0.17 6.58  0.119
O16 3.70 -3.63 1.52  -0.236
H133 -6.60 2.52 -2.15  0.077
H134 -6.69 3.77 0.46  0.097
H135 0.50 -6.09 -0.36  0.097
C45 1.84 -0.27 -7.47  -0.061
H136 4.18 -4.12 3.46  0.136
H137 2.76 1.73 -3.02  0.065
C46 0.66 -1.64 -1.40  -0.187
H138 0.35 -0.76 -1.97  0.097
H139 -5.78 -5.70 -1.70  0.135
C47 -5.95 -4.79 -1.12  -0.378
H140 -2.42 3.98 3.46  0.090
H141 1.32 1.70 2.71  0.081
C48 -5.90 5.69 2.15  -0.246
H142 -1.42 0.07 4.70  0.081
C49 4.27 -3.06 -2.40  -0.107
H143 7.89 1.28 -0.38  0.110
C50 8.84 3.12 -2.13  -0.075
H144 6.65 0.29 1.45  0.084
C51 2.11 -3.38 3.36  -0.420
H145 -1.10 -5.65 -0.30  0.070
H146 3.74 0.60 3.29  0.104
H147 -2.53 -6.00 -1.17  0.087
H148 -2.60 4.76 -1.97  0.127
H149 4.43 1.08 -2.64  0.071
H150 4.37 1.79 6.01  0.116
H151 -6.94 9.59 2.44  0.101
H152 2.47 -3.33 5.38  0.088
C52 -1.70 -1.72 3.25  -0.305
H153 -6.77 9.85 0.71  0.119
H154 -4.97 11.58 4.15  0.094
H155 -2.21 3.21 -2.42  0.090
N11 -6.16 8.00 1.25  -0.063
O17 2.36 1.30 4.55  -0.196
H156 -0.28 -0.21 3.37  0.057
H157 -1.79 0.43 3.02  0.059
O18 2.48 3.02 -5.78  -0.183
C53 2.68 -5.25 -4.40  -0.409
H158 -2.41 2.60 -0.26  0.083
H159 0.60 -4.60 3.90  0.063
C54 3.57 -0.15 0.21  -0.107
C55 -0.52 -6.65 1.47  -0.061
H160 1.84 3.53 -0.59  0.084
H161 0.85 -2.70 5.01  0.064
H162 4.80 -5.38 1.65  0.098
C56 -2.58 4.14 -2.87  -0.211
C57 -4.28 -2.43 -3.29  -0.119
C58 1.90 -2.68 4.72  -0.040
C59 -6.29 9.42 1.58  -0.207
H163 -4.10 -7.23 0.04  0.094
H164 -5.97 7.57 3.24  0.126
H165 3.06 -5.61 1.66  0.078
H166 0.94 -0.18 -8.10  0.086
O19 -3.99 -10.51 0.31  -0.183
C60 -4.96 10.11 1.89  -0.206
H167 -5.52 5.13 3.03  0.121
C61 -6.73 0.01 0.31  -0.287
H168 0.06 -1.35 0.58  0.109
O20 7.15 2.35 1.17  -0.205
H169 3.27 4.32 -4.27  0.129
C62 -1.23 -4.55 -3.20  -0.064
H170 1.93 -4.19 -6.16  0.076
H171 -0.90 -1.71 -6.70  0.073
C63 8.07 3.37 -0.84  -0.415
H172 5.72 1.34 5.02  0.109
H173 -2.15 -4.55 -2.60  0.065
C64 -4.00 -9.18 0.79  -0.229
C65 -3.93 3.91 -3.47  -0.226
H174 -3.20 8.77 5.25  0.045
H175 5.62 -1.73 6.76  0.116
C66 4.34 2.43 -4.35  -0.425
O21 2.27 -0.21 -0.32  -0.162
H176 -7.68 -3.86 -2.09  0.087
N12 -1.61 4.63 -3.89  -0.039